{
  "formula": "C4H16NO6S",
  "method": "ωB97M-V with the def2-TZVPD basis set",
  "symbols": ["S", "O", "O", "O", "O", "O", "O", "N", "C", "C", "C", "C", "H", "H", "H", "H", "H", "H", "H", "H", "H", "H", "H", "H", "H", "H", "H", "H"],
  "xyz": [[-1.62406, 0.56180, 3.37322], [0.36815, 1.51834, -0.89337], [1.81931, -1.24216, -3.76567], [0.20015, 0.73564, -3.38407], [1.49207, -0.19003, -0.01903], [2.14602, -1.99957, -1.29228], [2.31210, -2.96098, 1.28344], [-0.81884, -0.21107, 0.10928], [0.40172, 0.37506, -0.31915], [-2.12331, 0.42131, 0.01455], [-1.43050, 1.72702, 2.05809], [-2.33375, 1.75505, 0.87228], [2.61810, -2.60435, 0.42906], [0.45219, 1.48691, -3.89476], [-2.19068, 2.70544, 0.31511], [-1.57547, 2.75145, 2.38740], [1.66698, -1.64441, -3.00148], [-3.45346, 1.83778, 1.08478], [-1.41910, -0.61252, 2.81459], [-2.28888, 0.68144, -1.05973], [2.79436, -1.81105, -1.81032], [-2.77978, -0.36151, 0.20986], [1.39819, -0.36223, -3.88724], [1.85751, -1.23400, -0.80765], [-0.37532, 1.41089, 1.63605], [0.35171, 1.19433, -2.49412], [-0.84719, -1.22486, 0.61969], [1.72044, -2.28528, 1.53537]],
  "atomic_forces_ev_per_a": [[-1.13, 0.30, 1.85], [-1.02, -1.24, 0.55], [1.98, 2.55, -6.89], [-0.17, 0.97, 0.93], [-1.50, 0.88, 1.09], [-4.91, -5.41, 3.34], [1.19, -1.04, -0.30], [0.37, -2.67, 1.47], [0.52, 1.31, 0.43], [1.42, 2.39, -2.00], [2.20, -0.20, -1.86], [-2.05, -1.65, -1.26], [-0.18, -0.41, -0.13], [0.09, 0.80, -1.37], [0.61, -0.87, -0.05], [1.06, -0.07, 1.12], [-1.80, -2.01, 5.13], [1.26, -0.42, 0.32], [0.23, -0.27, -0.73], [0.01, -0.05, 0.66], [6.52, 2.03, -4.85], [-1.60, -0.95, 0.82], [-0.12, -1.14, 1.14], [-0.40, 1.66, 0.84], [-1.87, 1.73, 0.89], [-0.39, -1.11, 0.16], [0.77, 3.63, -1.93], [-1.09, 1.27, 0.62]],
  "lumo_energy_ev": 2.86,
  "de_lowest_kcal_mol": 67.3,
  "e_homo_ev": -5.95,
  "charge": -1,
  "gap_ev": 8.811
}